A molecular structure, C2H9N4 at a distorted geometry, computed with wB97M-V/def2-TZVPD.

Calculated values
Total energy ... -8169.9308 eV
Gap between HOMO and LUMO ... 0.35161 Ha
Net charge ... +1
ΔE to the lowest compared entry with this formula, charge and spin ... 112.9 kcal/mol

Positions of all 15 atoms, in Å:
C 1.4521 0.4538 -0.4265
C 0.7286 -0.7954 -0.1705
N 2.6352 0.6840 0.4725
N -2.6141 0.4013 0.3477
N -0.5866 -0.8733 -0.3366
N -1.9905 0.3501 -0.7125
H 2.0178 0.4374 -1.3805
H 0.9505 1.4383 -0.3768
H 1.2613 -1.5932 0.4646
H 3.2993 -0.0779 0.4548
H -3.4443 -0.2556 0.5428
H -2.3534 1.0827 1.0659
H -1.1721 -1.6058 0.0082
H 2.2113 0.6415 1.4231
H -2.3951 -0.2879 -1.3760

***

2 unconnected molecules or ions with the total composition C5H14, computed with wB97M-V/def2-TZVPD.

Calculated values
Total energy ... -5411.8038 eV
Gap between HOMO and LUMO ... 0.46112 Ha
ΔE to the lowest compared entry with this formula, charge and spin ... 5.7 kcal/mol
SMILES ... CCC.CC

Positions of all 19 atoms, in Å:
C -0.5636 -1.7209 -0.3478
C 0.5296 -0.8507 -0.9781
C 0.3569 -0.7692 -2.5037
H -1.5280 -1.2172 -0.3224
H -0.2969 -1.9294 0.6925
H -0.6453 -2.6602 -0.8849
H 0.5600 0.1197 -0.4945
H 1.4727 -1.3425 -0.7601
H 1.1019 -1.4019 -3.0064
H -0.6251 -1.0985 -2.8351
H 0.4994 0.2217 -2.9309
C -0.5186 2.0274 1.3405
C 0.2730 1.0944 2.2515
H 0.0014 2.2793 0.4125
H -1.4935 1.6266 1.0850
H -0.6478 3.0113 1.8016
H 1.3360 1.2048 2.0386
H -0.0264 0.0600 2.1293
H 0.2141 1.3455 3.3124

***

C3H3N3O2 in the gas phase at a distorted geometry, computed with wB97M-V/def2-TZVPD.

Calculated values
Total energy ... -11720.4741 eV
Gap between HOMO and LUMO ... 0.27017 Ha
ΔE to the lowest compared entry with this formula, charge and spin ... 126.4 kcal/mol
SMILES ... [H]/N=C1N=N/C(=C/O)O/1

Positions of all 11 atoms, in Å:
H 0.6100 2.8253 -1.3151
N -0.3737 2.3963 -1.3706
C -0.6464 1.2876 -0.7373
N -1.8729 0.8523 -0.2089
N -1.8443 -0.3598 0.3168
C -0.4568 -0.8619 0.1391
C 0.4023 -1.8164 0.6939
O 1.7295 -1.3671 1.0784
O 0.2642 0.2082 -0.4857
H 0.1324 -2.6019 1.3978
H 2.0557 -0.5626 0.4915

***

11 unconnected molecules or ions with the total composition C43H56F13O40P3 at a distorted geometry, computed with wB97M-V/def2-TZVPD.

Calculated values
Total energy ... -190582.4601 eV
Gap between HOMO and LUMO ... 0.29612 Ha
SMILES ... CCCCO[C@@](OCCCC(F)=C(F)F)([C@H](O[C@@H](C)[PH2]=O)P(=O)(O)O)P(=O)(O)O.O=C1OC[C@@H](F)O1.O=C1OC[C@@H](F)O1.O=C1OC[C@@H](F)O1.O=C1OC[C@@H](F)O1.O=C1OC[C@@H](F)O1.O=C1OC[C@@H](F)O1.O=C1OC[C@@H](F)O1.O=C1OC[C@@H](F)O1.O=C1OC[C@@H](F)O1.O=C1OC[C@@H](F)O1

Positions of all 155 atoms, in Å:
C 3.1222 3.5075 -0.2486
C 2.1591 3.1272 -1.5624
C 0.9724 2.0716 -1.0370
C 0.9074 0.6979 -1.9895
O 1.4676 -0.4897 -1.3591
C 0.4658 -1.5195 -1.0270
O -0.1143 -1.9882 -2.2536
C -1.5128 -2.3321 -2.2750
C -1.8863 -3.8384 -1.6484
C -1.1480 -5.0611 -2.4824
C -0.2552 -6.0750 -1.5572
F 1.0395 -6.6575 -2.0749
C -0.6375 -6.5522 -0.1698
F 0.2434 -6.2789 1.0187
F -1.9324 -7.2561 0.0151
C 1.3702 -2.7901 -0.4047
O 1.7676 -2.6222 0.9741
C 3.1401 -2.2971 1.2563
C 3.6241 -0.7560 0.9790
P 3.2865 -2.4780 3.2015
O 2.0052 -1.9241 3.9558
P 2.6875 -3.3795 -1.6521
O 3.4378 -4.6807 -1.0627
O 1.9918 -3.9618 -3.1816
O 3.8741 -2.1910 -2.1057
P -0.6298 -0.8550 0.3537
O -1.4539 -1.9800 1.1655
O -1.8331 0.3305 -0.1164
O 0.3213 -0.0415 1.6177
H 2.5329 3.5029 0.7640
H 3.5698 4.5768 -0.4447
H 3.9570 2.6606 -0.1618
H 1.6922 4.0953 -2.0448
H 2.8830 2.6443 -2.3448
H 1.2431 1.8440 0.0779
H -0.0778 2.6218 -1.1140
H 1.6199 0.9591 -2.9118
H -0.1652 0.6012 -2.4379
H -2.2791 -1.5484 -1.8688
H -1.8043 -2.4533 -3.4301
H -3.0534 -3.9859 -1.8220
H -1.5820 -3.9557 -0.5261
H -0.5345 -4.6412 -3.4163
H -2.0086 -5.7280 -2.9723
H 0.5748 -3.6853 -0.3870
H 3.9714 -3.0216 0.8707
H 2.9239 0.0741 1.4189
H 4.6697 -0.6304 1.5405
H 3.8248 -0.4840 -0.1395
H 4.4702 -1.7299 3.5636
H 3.5785 -3.8728 3.5376
H 2.7573 -4.3886 -3.6676
H 4.4152 -2.5966 -2.8589
H -1.8791 0.4508 -1.1080
H -0.2106 -0.1233 2.4805
O 0.5827 3.2215 -5.6312
C 0.9872 4.3720 -5.6058
O 1.0597 5.1842 -6.7042
C 1.4485 6.4590 -6.2332
C 2.1275 6.1350 -4.9465
F 1.9641 7.1337 -4.0501
O 1.4291 5.0023 -4.4814
H 0.5586 7.0826 -6.0973
H 2.1173 6.9522 -6.9437
H 3.1914 5.8954 -5.0482
O -0.9094 4.8352 -0.9340
C -1.9834 4.6579 -1.4844
O -2.8972 3.7159 -1.0982
C -4.0452 3.9222 -1.8966
C -3.4879 4.6198 -3.0901
F -4.3917 5.4790 -3.6122
O -2.4161 5.3687 -2.5634
H -4.7652 4.5360 -1.3450
H -4.5195 2.9715 -2.1543
H -3.1182 3.9471 -3.8712
O -6.0520 2.8054 -2.7239
C -5.9789 2.3951 -3.8703
O -7.0485 1.9407 -4.5921
C -6.5703 1.6873 -5.8979
C -5.1117 1.4782 -5.6731
F -4.3946 1.8945 -6.7410
O -4.8210 2.3262 -4.5853
H -6.7809 2.5522 -6.5358
H -7.0550 0.8071 -6.3289
H -4.8397 0.4480 -5.4198
O -1.0018 -0.9018 7.2350
C -1.0879 -1.8884 6.5228
O -1.5202 -1.8625 5.2252
C -1.3469 -3.1713 4.7204
C -1.3526 -3.9993 5.9598
F -0.5615 -5.0863 5.8172
O -0.7726 -3.1515 6.9251
H -0.3976 -3.2281 4.1773
H -2.1580 -3.4388 4.0378
H -2.3508 -4.3052 6.2906
O 3.3583 -6.5840 4.9198
C 3.4314 -6.9943 3.7734
O 2.3618 -7.4487 3.0516
C 2.8400 -7.7022 1.7458
C 4.2986 -7.9112 1.9706
F 5.0156 -7.4950 0.9027
O 4.5892 -7.0632 3.0584
H 2.6293 -6.8372 1.1079
H 2.3553 -8.5823 1.3148
H 4.5706 -8.9414 2.2239
O 7.1444 0.3525 0.6315
C 7.4120 -0.1579 1.7066
O 8.6339 -0.0689 2.3152
C 8.4924 -0.6729 3.5853
C 7.3272 -1.5803 3.3837
F 6.6164 -1.7134 4.5259
O 6.5328 -0.8927 2.4440
H 8.3016 0.1012 4.3361
H 9.3993 -1.2162 3.8642
H 7.5902 -2.5681 2.9907
O 2.3991 -12.1922 0.2943
C 1.8041 -11.9774 1.3372
O 1.3874 -10.7387 1.7416
C 0.6326 -10.9364 2.9203
C 1.1539 -12.2391 3.4233
F 0.1883 -12.9259 4.0742
O 1.4803 -12.9406 2.2451
H -0.4322 -10.9755 2.6670
H 0.7945 -10.1214 3.6308
H 2.0421 -12.1521 4.0581
O 0.1359 8.9391 -7.6478
C 0.4486 9.9204 -6.9941
O 1.6388 10.5819 -7.1250
C 1.5545 11.7233 -6.2955
C 0.5183 11.3245 -5.3010
F -0.1886 12.3988 -4.8839
O -0.3417 10.4865 -6.0393
H 1.2539 12.5877 -6.8970
H 2.5186 11.9399 -5.8274
H 0.9119 10.7786 -4.4370
O -5.7604 3.0071 7.2243
C -4.7900 2.4744 7.7365
O -4.2365 1.3032 7.2969
C -3.0675 1.1008 8.0652
C -3.3462 1.8973 9.2939
F -2.2034 2.4011 9.8115
O -4.1298 2.9693 8.8210
H -2.1993 1.4699 7.5089
H -2.9197 0.0395 8.2821
H -3.8971 1.3515 10.0672
O -7.0030 9.1522 -1.3864
C -7.0132 8.2099 -0.6120
O -7.4968 8.2724 0.6662
C -7.4497 6.9548 1.1759
C -6.3990 6.3188 0.3313
F -6.6535 5.0029 0.1546
O -6.5373 6.9688 -0.9118
H -8.4314 6.4843 1.0566
H -7.1871 6.9542 2.2372
H -5.3789 6.4544 0.7062

***

2 unconnected molecules or ions with the total composition C6H9N, computed with wB97M-V/def2-TZVPD.

Calculated values
Total energy ... -7853.1501 eV
Gap between HOMO and LUMO ... 0.32163 Ha
ΔE to the lowest compared entry with this formula, charge and spin ... 115.5 kcal/mol
SMILES ... C=C=C=CN1CC1.[H][H]

Positions of all 16 atoms, in Å:
C -1.7111 0.9403 -2.7982
C -1.0352 0.2553 -1.9104
C -0.3864 -0.3939 -1.0390
C 0.3298 -1.0422 -0.1465
N 0.7981 -0.4698 1.0386
C 0.3478 -0.9974 2.3067
C -0.0747 0.3553 1.8410
H -2.0169 0.4851 -3.7309
H -1.9601 1.9784 -2.6140
H 0.6222 -2.0774 -0.3062
H 1.1211 -1.1007 3.0642
H -0.3946 -1.7932 2.2679
H -1.1002 0.4717 1.4905
H 0.3685 1.2454 2.2846
H 2.5906 1.2317 -1.2070
H 2.5010 0.9114 -0.5414

***

C4H8O2 in the gas phase, computed with wB97M-V/def2-TZVPD.

Calculated values
Total energy ... -8368.6870 eV
Gap between HOMO and LUMO ... 0.33740 Ha
ΔE to the lowest compared entry with this formula, charge and spin ... 106.0 kcal/mol

Positions of all 14 atoms, in Å:
C -0.9273 0.7879 -1.2370
C -0.0070 1.0652 -0.0652
O -0.7868 0.9870 1.1535
C 0.8840 0.0518 0.5687
C 0.5963 -1.3483 0.2445
O 1.0747 -2.2616 1.2015
H -1.5212 -0.1154 -1.0766
H -0.3410 0.6678 -2.1541
H -1.6167 1.6264 -1.3782
H 0.4543 2.0540 -0.1746
H -0.2146 1.2911 1.8763
H 1.1521 -1.4462 -0.7200
H -0.4477 -1.6063 0.0242
H 1.7010 -1.7532 1.7369

***

A molecular structure, C17H15N5OS2Ti, computed with wB97M-V/def2-TZVPD.

Calculated values
Total energy ... -72144.4920 eV
Gap between HOMO and LUMO ... 0.23451 Ha
Net charge ... +2
ΔE to the lowest compared entry with this formula, charge and spin ... 0.0 kcal/mol

Positions of all 41 atoms, in Å:
Ti 0.1344 0.0160 0.0788
C 0.2487 -4.8887 2.0440
S 0.1349 -3.5745 3.2771
C -0.1187 -2.1524 2.3440
S -0.0247 -2.2128 0.5623
N -0.4056 -1.0696 2.9930
N -0.5448 0.0004 2.1536
C -1.2739 0.9801 2.5465
C -1.5365 2.0298 1.5623
C -2.3329 3.1214 1.8191
C -2.5648 4.0370 0.7931
C -1.9998 3.8201 -0.4504
C -1.2229 2.6882 -0.6442
N -0.9939 1.8078 0.3369
H 0.3701 -5.7958 2.6334
H 1.1151 -4.7678 1.4002
H -0.6696 -4.9638 1.4682
H -1.7601 0.9817 3.5174
H -2.7681 3.2554 2.8000
H -3.1856 4.9052 0.9699
H -2.1595 4.5055 -1.2700
H -0.7781 2.4697 -1.6061
O 0.2323 -0.0579 -1.6675
C 1.1331 -0.0888 -2.6988
C 0.6968 -0.2874 -3.9939
C 1.6314 -0.3151 -5.0162
C 2.9834 -0.1443 -4.7392
C 3.4064 0.0531 -3.4385
C 2.4861 0.0837 -2.3887
C 2.9030 0.2786 -1.0060
N 2.1104 0.3099 0.0852
C 2.9290 0.4843 1.2000
C 4.2055 0.5701 0.7768
N 4.1649 0.4403 -0.5959
H -0.3587 -0.4247 -4.1854
H 1.3041 -0.4738 -6.0344
H 3.7082 -0.1679 -5.5404
H 4.4654 0.1796 -3.2527
H 2.5354 0.5243 2.2012
H 5.1266 0.7072 1.3149
H 4.9722 0.4602 -1.1998

***

A molecular structure, C18H54O9 at a distorted geometry, computed with wB97M-V/def2-TZVPD.

Calculated values
Total energy ... -37955.2030 eV
Gap between HOMO and LUMO ... 0.35066 Ha
ΔE to the lowest compared entry with this formula, charge and spin ... 338.1 kcal/mol

Positions of all 81 atoms, in Å:
C 2.9077 -1.8979 2.8629
C 3.0277 -2.3049 4.3099
O 3.6637 -3.6289 4.3389
H 2.2327 -2.4759 2.2299
H 4.0027 -2.2869 2.3849
H 2.8217 -0.6939 2.4349
H 2.0007 -2.1759 4.8479
H 3.5387 -1.6439 4.7809
H 3.2727 -4.2089 3.6319
C -2.1693 4.0161 2.3659
C -2.6973 3.0551 1.2459
O -1.7173 3.1481 0.2789
H -1.6723 4.9151 2.0609
H -1.1993 3.7171 2.9439
H -2.8543 4.0151 3.0869
H -3.6503 3.4961 0.9859
H -2.7243 2.0871 1.7609
H -1.7243 2.3951 -0.2821
C 4.3147 2.1811 2.0939
C 3.0437 2.9501 1.7949
O 2.9867 3.0591 0.3809
H 4.4727 1.9951 3.2129
H 5.0107 2.9451 1.8389
H 4.4797 1.0571 1.4899
H 3.0477 3.9631 2.3569
H 2.0997 2.5571 2.0539
H 2.2447 3.8121 0.6029
C 3.6497 -0.9679 -0.2881
C 3.3817 -0.0319 -1.6351
O 4.1917 1.0721 -1.3161
H 3.3947 -0.4599 0.7079
H 4.6247 -1.1779 -0.1611
H 3.1107 -1.8569 -0.0981
H 2.5317 0.2911 -1.8801
H 3.8007 -0.4919 -2.5851
H 3.7077 1.6661 -0.6641
C -2.6043 -1.1659 -4.1551
C -3.9583 -1.5199 -3.4141
O -3.8343 -2.9059 -3.0891
H -1.8253 -1.0019 -3.3771
H -2.6863 -0.1949 -4.6701
H -2.5033 -1.7859 -4.9821
H -4.7033 -1.5379 -4.1861
H -4.1063 -0.8429 -2.5721
H -4.5243 -3.3259 -2.9131
C 0.2757 -4.0719 -1.0231
C -0.7103 -4.2979 0.2009
O -0.4453 -3.3799 1.1839
H 0.0797 -4.4609 -2.0311
H 1.2567 -4.1349 -0.5891
H 0.4127 -3.0419 -1.0761
H -0.6563 -5.3439 0.5089
H -1.7603 -4.3879 -0.2541
H -1.0933 -3.3869 1.8379
C -3.9363 -1.4109 1.0749
C -4.7283 -0.1779 0.8329
O -4.0883 0.6801 -0.0551
H -3.5613 -1.7149 0.2669
H -4.3143 -2.1049 2.0159
H -2.8633 -1.2579 1.4459
H -4.9423 0.3281 1.9599
H -5.6313 -0.5219 0.5409
H -4.8013 0.8801 -0.5261
C 1.5287 3.1541 -3.3591
C 0.0917 2.7161 -2.9201
O 0.0057 1.3251 -3.3361
H 1.6467 3.1731 -4.4821
H 2.1767 2.4441 -2.7391
H 1.7537 4.1141 -2.9281
H -0.5973 3.1881 -3.4261
H -0.1313 2.8291 -1.9091
H -0.4733 0.7911 -2.7891
C 0.0407 0.2011 0.6789
C -0.6703 -0.4089 -0.4171
O -1.5573 0.5671 -0.9791
H -0.5353 0.4741 1.6809
H 0.7567 1.3131 0.4359
H 0.5917 -0.6099 1.1609
H -1.2553 -1.2609 -0.2041
H 0.1027 -0.6339 -1.1841
H -2.3723 0.6201 -0.4101